This record from the Open Molecules 2025 dataset describes a structure of composition C23H53N7O9Tl at a distorted geometry. The level of theory is ωB97M-V/def2-TZVPD.

Last column: Mulliken charge in e.
Cartesian coordinates (Å):
Tl  -13.81  -8.21  0.61  0.928
O  -11.94  -8.64  -1.88  -0.393
C  -10.76  -9.15  -1.42  0.707
C  -10.26  -9.25  0.13  0.396
O  -11.18  -9.53  1.16  -0.426
H  -10.04  -8.58  -2.01  -0.186
H  -10.65  -10.12  -1.90  -0.200
H  -9.92  -8.25  0.40  -0.073
H  -9.34  -9.83  0.10  0.253
C  -6.04  -14.87  3.01  -1.095
C  -6.32  -14.03  1.82  0.700
O  -5.54  -14.05  0.84  -0.595
N  -7.46  -13.25  1.89  -0.112
C  -7.72  -12.22  0.84  -0.083
H  -6.51  -15.85  2.87  0.280
H  -6.49  -14.40  3.88  0.271
H  -5.06  -15.11  3.44  0.357
H  -8.12  -13.35  2.66  0.173
H  -6.84  -11.90  0.27  0.463
H  -8.14  -11.29  1.21  -0.326
H  -8.41  -12.67  0.12  -0.107
C  -16.13  -12.46  -0.56  -1.209
C  -15.13  -11.58  -1.22  0.576
O  -14.91  -10.41  -0.87  -0.606
N  -14.35  -12.19  -2.15  -0.090
C  -13.23  -11.64  -2.79  -0.295
H  -16.73  -11.78  0.04  0.354
H  -15.81  -13.13  0.24  0.298
H  -16.74  -12.93  -1.33  0.381
H  -14.73  -13.08  -2.47  0.273
H  -13.60  -10.82  -3.40  0.401
H  -12.68  -12.31  -3.46  0.389
H  -12.51  -11.28  -2.06  -0.396
C  -7.38  -4.38  -3.09  -1.082
C  -8.08  -5.64  -3.42  0.734
O  -9.30  -5.80  -3.12  -0.687
N  -7.29  -6.51  -3.97  -0.082
C  -7.68  -7.84  -4.45  -0.839
H  -7.86  -3.52  -3.57  0.363
H  -6.39  -4.41  -3.56  0.282
H  -7.43  -3.94  -2.09  0.251
H  -6.35  -6.37  -4.31  0.276
H  -6.76  -8.43  -4.52  0.401
H  -8.10  -7.70  -5.44  0.473
H  -8.44  -8.40  -3.91  -0.051
C  -10.46  -10.51  -5.00  -0.607
C  -9.80  -10.40  -6.42  0.320
O  -9.47  -11.53  -6.90  -0.652
N  -9.68  -9.24  -7.07  -0.210
C  -9.19  -9.12  -8.46  -0.938
H  -11.30  -11.19  -4.89  0.317
H  -10.90  -9.56  -4.72  0.337
H  -9.69  -10.82  -4.28  0.122
H  -10.37  -8.56  -6.78  0.303
H  -9.99  -9.46  -9.12  0.346
H  -8.24  -9.64  -8.53  0.304
H  -9.03  -8.12  -8.86  0.343
C  -9.18  -14.44  -2.77  -1.016
C  -10.18  -14.62  -1.63  0.759
O  -10.39  -15.72  -1.11  -0.655
N  -10.69  -13.49  -1.17  0.055
C  -11.42  -13.30  0.15  -0.569
H  -9.09  -15.44  -3.18  0.338
H  -8.22  -14.16  -2.32  0.263
H  -9.44  -13.72  -3.55  0.311
H  -10.15  -12.67  -1.38  0.014
H  -11.81  -14.18  0.68  0.425
H  -12.23  -12.58  0.03  0.007
H  -10.71  -12.80  0.82  0.081
C  -5.45  -7.03  -0.67  -1.071
C  -6.29  -6.39  0.42  0.825
O  -5.73  -5.71  1.30  -0.653
N  -7.64  -6.52  0.39  0.341
C  -8.54  -5.85  1.26  -0.998
H  -5.14  -8.05  -0.42  0.336
H  -4.51  -6.49  -0.69  0.389
H  -5.72  -7.08  -1.72  0.133
H  -8.13  -7.13  -0.25  -0.098
H  -9.21  -5.14  0.77  0.247
H  -7.95  -5.28  1.98  0.377
H  -9.10  -6.65  1.75  0.194
C  -10.81  -11.11  4.71  -0.891
C  -9.68  -10.04  4.69  0.925
O  -9.30  -9.51  5.71  -0.186
N  -9.03  -9.71  3.58  0.261
C  -7.86  -8.71  3.44  -1.071
H  -11.63  -10.69  5.29  0.408
H  -10.44  -11.99  5.23  0.331
H  -11.17  -11.14  3.68  0.226
H  -9.46  -10.10  2.76  -0.281
H  -8.14  -7.66  3.43  0.420
H  -7.28  -8.95  2.55  0.314
H  -7.16  -8.74  4.29  0.476

Values from the calculation:
total charge	+2
HOMO (spin up / spin down)	-13.131 / -13.131	eV
2S+1	2
HOMO-LUMO gap (spin up / spin down)	4.130 / 2.412	eV

This record from the Open Molecules 2025 dataset describes a cluster of 2 separate species, C9H9FSi in total at a distorted geometry. The level of theory is ωB97M-V/def2-TZVPD.

Last column: Mulliken charge in e.
Cartesian coordinates (Å):
C  0.93  3.68  0.94  0.195
C  1.14  2.69  0.30  -0.710
Si  1.18  0.84  -0.16  0.321
C  2.50  -0.27  -0.64  -1.182
C  -0.49  0.17  0.03  0.490
C  -1.64  0.80  -0.50  -0.255
C  -2.84  0.09  -0.57  -0.680
C  -2.95  -1.03  0.20  -0.061
C  -1.88  -1.68  0.78  -0.569
C  -0.69  -0.95  0.77  -0.245
H  0.61  4.53  1.46  0.403
H  3.46  0.19  -0.81  0.418
H  2.16  -1.08  -1.28  0.368
H  -1.58  1.67  -1.17  0.261
H  -3.70  0.73  -0.82  0.297
H  -3.83  -1.67  0.41  0.255
H  -2.13  -2.58  1.37  0.322
H  0.30  -1.28  1.20  0.294
F  4.98  -1.58  0.15  -0.437
H  4.00  -1.33  0.23  0.515

Values from the calculation:
HOMO	-8.784	eV
relative energy (zero: lowest compared OMol25 entry of this formula, charge and spin)	377.5	kJ/mol
HOMO-LUMO gap	8.295	eV
SMILES	C#C[Si](=C)c1ccccc1.F

This record from the Open Molecules 2025 dataset describes the molecule C35H32FNO2. The level of theory is ωB97M-V/def2-TZVPD.

Last column: Mulliken charge in e.
Cartesian coordinates (Å):
C  -0.78  5.05  7.79  -0.828
O  0.50  4.48  7.68  -0.459
C  0.80  3.76  6.56  0.901
C  -0.08  3.52  5.51  -0.364
C  0.34  2.77  4.42  -0.844
C  1.62  2.23  4.36  -0.119
C  2.06  1.44  3.20  0.338
C  2.83  0.29  3.37  -0.767
C  3.23  -0.44  2.27  -0.918
C  2.89  -0.04  1.00  -0.693
C  2.12  1.11  0.80  -0.448
C  1.77  1.49  -0.62  0.833
C  1.23  2.92  -0.76  -1.082
C  0.89  3.18  -2.20  -0.999
C  0.16  2.29  -2.85  -0.817
C  -0.33  1.07  -2.13  0.153
C  0.76  0.48  -1.21  -0.099
C  1.44  -0.55  -2.12  0.124
O  2.52  -1.06  -1.96  -0.733
N  0.61  -0.81  -3.15  0.194
C  0.91  -1.75  -4.20  -1.500
C  0.05  -2.98  -4.09  0.691
C  -1.10  -3.12  -4.85  -0.379
C  -1.93  -4.22  -4.68  -0.663
C  -1.61  -5.18  -3.74  -0.526
C  -0.46  -5.05  -2.98  -0.712
C  0.36  -3.96  -3.15  -0.252
C  -0.64  -0.09  -3.11  -0.479
C  -1.79  -0.95  -2.66  -0.376
C  -1.65  -1.92  -1.67  0.066
C  -2.70  -2.73  -1.28  0.431
C  -2.51  -3.78  -0.23  -1.881
C  -3.93  -2.57  -1.91  -0.626
C  -4.11  -1.62  -2.89  -0.841
C  -3.04  -0.83  -3.25  0.905
F  -3.22  0.10  -4.23  -0.406
C  1.71  1.83  1.91  -0.242
C  2.49  2.48  5.42  -0.506
C  2.09  3.23  6.51  -0.599
H  -1.56  4.28  7.80  0.334
H  -0.78  5.58  8.74  0.241
H  -0.98  5.76  6.98  0.334
H  -1.08  3.90  5.52  0.388
H  -0.36  2.58  3.62  0.481
H  3.09  -0.03  4.37  0.546
H  3.83  -1.33  2.41  0.414
H  3.21  -0.61  0.14  0.549
H  2.69  1.43  -1.21  0.373
H  0.32  3.03  -0.17  0.384
H  1.97  3.63  -0.39  0.541
H  1.26  4.07  -2.67  0.431
H  -0.11  2.41  -3.88  0.414
H  -1.22  1.33  -1.55  0.724
H  0.29  -0.06  -0.39  0.469
H  0.76  -1.26  -5.17  0.463
H  1.97  -2.01  -4.09  0.557
H  -1.35  -2.37  -5.59  0.382
H  -2.82  -4.32  -5.27  0.411
H  -2.26  -6.04  -3.60  0.429
H  -0.21  -5.81  -2.25  0.446
H  1.26  -3.85  -2.55  0.467
H  -0.87  0.30  -4.11  0.839
H  -0.68  -2.05  -1.20  0.248
H  -3.28  -3.70  0.53  0.478
H  -1.54  -3.70  0.24  0.357
H  -2.59  -4.77  -0.68  0.326
H  -4.76  -3.21  -1.62  0.470
H  -5.06  -1.49  -3.38  0.469
H  1.13  2.73  1.79  0.671
H  3.50  2.09  5.39  0.466
H  2.76  3.42  7.33  0.420

Values from the calculation:
HOMO	-7.955	eV
relative energy (zero: lowest compared OMol25 entry of this formula, charge and spin)	10.4	kJ/mol
HOMO-LUMO gap	8.657	eV
SMILES	COc1ccc(-c2cccc([C@@H]3CC=C[C@@H]4[C@H]3C(=O)N(Cc3ccccc3)[C@H]4c3cc(C)ccc3F)c2)cc1